[1]
Density functional theory data (ωB97M-V/def2-TZVPD) for a cluster of 3 separate species, C41H36FINO5 in total.

## Properties
- highest occupied orbital energy (eV) = -10.99
- max |F| (hartree/bohr) = 0.0574
- net charge = +1

The geometry in XYZ format:
```
85
Properties=species:S:1:pos:R:3:forces:R:3
C 7.692655 -2.016582 -1.391960 -1.231 -0.496 0.553
C 6.722180 -2.983511 -2.211725 2.613 1.368 0.005
O 5.819061 -3.579145 -1.233281 -1.881 -0.144 -1.427
C 4.516328 -3.568452 -1.644649 -0.968 0.860 -0.426
C 3.772388 -2.344025 -1.998607 -1.268 -1.916 -0.200
C 2.345688 -2.402783 -2.427818 1.676 -2.119 0.649
C 1.520425 -1.147332 -2.838469 0.417 -1.478 -0.313
C 2.237450 -0.196658 -3.889803 -1.110 1.368 0.365
C 2.394388 1.232932 -3.241716 -0.308 -0.435 -0.145
F 3.431218 -0.724314 -4.432119 -0.854 0.348 0.850
C 1.728786 -3.766188 -2.445195 2.140 -0.692 0.734
C 0.242762 -4.094068 -2.810792 0.432 -0.183 0.193
C -0.843918 -3.297631 -1.987067 -0.804 -0.557 0.031
C -0.565250 -3.211997 -0.431576 0.067 0.901 -0.351
I -2.012314 -4.333124 0.772196 0.897 0.432 -0.658
C 2.573600 -4.919170 -2.090961 -1.274 1.764 -0.478
N 3.902408 -4.815625 -1.720988 -1.018 1.966 -0.393
H 7.041026 -1.567928 -0.580188 0.847 -0.203 -0.944
H 8.125299 -1.198463 -2.019154 -0.256 -0.901 0.509
H 8.471295 -2.625164 -0.852727 -0.636 0.738 -0.765
H 7.384821 -3.763201 -2.676766 -1.096 0.342 0.433
H 6.210246 -2.417955 -3.031525 0.044 -0.633 0.915
H 4.326482 -1.375635 -1.950956 -0.623 -1.041 -0.036
H 1.231530 -0.617948 -1.883930 0.347 -0.382 -1.104
H 0.586398 -1.534776 -3.340729 1.007 0.492 0.767
H 1.528259 -0.062066 -4.760513 0.878 -0.398 0.860
H 1.453260 1.418784 -2.640224 1.014 -0.105 -0.746
H 3.248848 1.305244 -2.511965 -0.704 -0.042 -0.926
H 2.427096 2.004887 -4.051722 0.349 -0.564 0.910
H 0.134510 -3.998080 -3.929740 -0.143 0.163 1.142
H 0.063006 -5.191039 -2.592250 0.378 1.184 -0.217
H -1.811626 -3.872336 -2.108440 1.085 0.681 -0.063
H -1.071773 -2.270689 -2.394727 0.487 -1.087 0.439
H 0.445353 -3.566546 -0.109620 -0.928 0.275 -0.387
H -0.687583 -2.132045 -0.131211 0.169 -1.307 -0.012
H 2.138175 -5.954108 -2.130551 0.644 1.236 0.142
H 4.429410 -5.669147 -1.502146 -0.106 0.646 -0.057
C -2.028529 5.848324 -4.558689 0.083 0.021 0.046
C -1.543930 4.609342 -4.148386 0.096 0.059 0.064
C -0.406318 4.534942 -3.357670 -0.192 -0.077 -0.137
C 0.259362 5.699117 -2.983116 -0.127 0.023 -0.118
C -0.213074 6.939090 -3.414741 -0.111 -0.234 -0.048
C -1.364960 7.010716 -4.193775 -0.149 -0.089 -0.106
C 0.512872 8.186072 -3.065129 -0.214 0.663 -0.194
O 0.099627 9.265971 -3.437684 0.042 -0.166 0.038
C 1.755439 8.088830 -2.260784 0.216 -0.045 0.117
C 2.479268 9.242558 -1.972512 0.158 0.119 0.084
C 3.635933 9.164048 -1.209596 -0.087 -0.088 -0.034
C 4.069667 7.933597 -0.723467 -0.091 -0.027 -0.060
C 3.354838 6.780294 -1.012664 0.170 0.092 0.080
C 2.201378 6.852761 -1.789826 0.075 0.145 0.039
C 1.464981 5.609714 -2.122337 0.233 -0.519 0.241
O 1.846323 4.531496 -1.700759 -0.047 0.028 -0.101
H -2.922555 5.905882 -5.168821 0.061 0.005 0.042
H -2.056526 3.701130 -4.444680 0.017 0.063 0.025
H -0.035856 3.568545 -3.036284 0.076 0.160 0.082
H -1.742831 7.972549 -4.519980 0.164 -0.007 0.094
H 2.144721 10.203529 -2.345511 -0.112 -0.155 -0.024
H 4.200556 10.063020 -0.990771 -0.049 -0.056 -0.015
H 4.969314 7.874704 -0.121672 -0.062 0.002 -0.038
H 3.699113 5.824362 -0.635923 -0.148 0.013 -0.105
C -5.676779 -5.763650 3.343853 0.026 0.047 0.045
C -4.803082 -4.884118 2.709298 -0.014 0.095 0.259
C -4.339834 -3.759519 3.379996 -0.072 -0.174 -0.203
C -4.758343 -3.504928 4.682846 -0.129 -0.191 -0.075
C -5.652315 -4.373649 5.308983 0.103 -0.032 -0.239
C -6.101188 -5.509417 4.639857 -0.016 -0.119 -0.174
C -6.145525 -4.088595 6.680369 -0.452 -0.401 0.380
O -6.921412 -4.847315 7.227381 0.108 0.083 -0.104
C -5.681187 -2.857884 7.366174 0.078 0.215 0.073
C -6.177684 -2.545985 8.629063 -0.023 0.113 0.186
C -5.739670 -1.403915 9.284527 0.035 -0.057 -0.111
C -4.796672 -0.573006 8.685230 -0.020 -0.088 -0.077
C -4.303046 -0.876534 7.424657 -0.004 0.137 0.161
C -4.750532 -2.013974 6.757459 -0.079 0.013 0.177
C -4.242888 -2.309792 5.395878 0.460 0.465 -0.251
O -3.421538 -1.582789 4.868243 -0.099 -0.116 0.032
H -6.031009 -6.646036 2.823198 0.013 0.056 0.043
H -4.482154 -5.078723 1.690240 -0.184 -0.003 0.112
H -3.656697 -3.080599 2.884816 -0.073 0.064 0.223
H -6.785355 -6.193959 5.127361 0.045 0.161 0.086
H -6.909424 -3.190676 9.101784 0.080 -0.053 -0.165
H -6.131449 -1.160418 10.265410 0.024 -0.027 -0.066
H -4.450095 0.314945 9.201391 -0.021 -0.058 -0.039
H -3.572821 -0.224173 6.960380 -0.070 -0.145 -0.094
```
Forces are in eV/Å.

=====

[2]
Density functional theory data (ωB97M-V/def2-TZVPD) for a structure of composition C41H36N2O3P2W.

## Properties
- highest occupied orbital energy (eV) = -13.32
- energy relative to the best compared isomer or geometry (same formula, charge and spin) (eV) = 0.000
- max |F| (hartree/bohr) = 0.0496
- net charge = +2

The geometry in XYZ format:
```
85
Properties=species:S:1:pos:R:3:forces:R:3
W -0.032897 0.011621 -0.601353 1.467 -1.443 1.509
O 1.599021 3.406231 1.741374 -0.025 -0.165 -0.051
C 0.965614 4.381910 1.054677 0.024 0.238 0.135
C 1.046973 5.669615 1.600408 0.001 -0.310 -0.105
C 0.443951 6.733130 0.969932 -0.003 -0.059 -0.021
C -0.264511 6.548411 -0.221614 -0.006 -0.025 -0.011
C -0.353591 5.291522 -0.761633 -0.018 0.116 -0.042
C 0.254978 4.184201 -0.140262 0.210 -0.030 -0.139
C 0.091963 2.886077 -0.770601 -0.344 0.368 0.315
O 0.470351 1.769326 -0.080665 -0.100 -0.255 -0.219
N -0.533574 2.700397 -1.873313 0.001 -0.154 -0.154
N -0.694243 1.330834 -2.126801 -0.310 0.469 0.258
C -1.934277 0.998697 -2.358588 -0.259 0.130 -0.781
C -2.329485 -0.286107 -2.904253 -0.542 -0.583 -0.135
C -3.345024 -0.334459 -3.864440 0.140 -0.135 0.181
C -3.638077 -1.539862 -4.485463 -0.083 0.131 -0.056
C -2.953931 -2.695697 -4.146531 0.145 -0.151 0.110
C -1.961090 -2.691359 -3.166926 -0.182 0.356 0.021
C -1.692844 -1.485211 -2.558365 0.045 0.241 -0.234
O -0.761682 -1.367697 -1.556841 -0.034 0.622 -0.002
H 1.448044 2.553691 1.311064 0.060 0.155 0.106
H 1.602077 5.791175 2.518594 0.024 0.024 0.047
H 0.520441 7.720689 1.402431 0.008 0.032 0.023
H -0.737261 7.386042 -0.712521 -0.008 0.015 -0.009
H -0.897992 5.132377 -1.680644 -0.017 -0.022 -0.038
H -2.687485 1.787388 -2.328150 0.153 0.007 -0.152
H -3.876825 0.565989 -4.139381 -0.017 0.047 0.002
H -4.408044 -1.579146 -5.242482 -0.015 0.019 -0.006
H -3.202028 -3.624521 -4.640437 -0.002 -0.028 -0.011
H -1.435265 -3.586883 -2.872695 0.043 -0.043 0.027
C 1.490932 -0.890367 2.875927 -0.070 0.037 0.085
C 2.554564 -1.311853 1.870588 0.338 -0.116 -0.104
P 2.161094 -1.090019 0.083778 -0.815 0.596 0.176
C 2.114609 -2.696769 -0.732061 -0.053 -0.255 0.188
C 1.968139 -3.902552 -0.041996 -0.097 0.083 -0.077
C 1.912826 -5.098283 -0.741681 -0.009 0.002 -0.082
C 1.998496 -5.099425 -2.127357 -0.014 -0.071 0.130
C 2.141306 -3.903497 -2.813980 -0.004 0.084 -0.100
C 2.196421 -2.705598 -2.122833 0.105 0.095 -0.163
C 3.563903 -0.212712 -0.614816 0.309 -0.233 0.047
C 3.447155 0.940763 -1.376467 -0.121 0.159 -0.122
C 4.582907 1.541965 -1.901231 0.032 0.030 -0.012
C 5.833545 0.993479 -1.669123 -0.043 0.024 -0.012
C 5.957710 -0.168262 -0.916668 -0.046 0.001 0.001
C 4.829895 -0.772222 -0.393560 -0.029 0.078 -0.024
C 0.158417 -1.633379 2.692419 -0.184 0.033 0.064
P -0.954178 -0.629294 1.654640 0.516 0.080 -0.592
C -2.412407 -1.595657 1.236598 -0.064 -0.086 0.152
C -2.294449 -2.953653 0.939178 0.023 -0.005 -0.047
C -3.413860 -3.674987 0.562124 -0.055 0.004 -0.023
C -4.649785 -3.046399 0.472015 0.020 -0.040 -0.003
C -4.767504 -1.695655 0.759448 0.004 0.022 -0.004
C -3.651691 -0.966938 1.142600 -0.024 0.028 0.004
C -1.434560 0.816213 2.624056 -0.070 -0.162 0.198
C -1.820580 2.004704 2.010054 -0.076 0.095 -0.163
C -2.219321 3.093374 2.768519 0.011 -0.016 0.005
C -2.240449 3.003586 4.152254 -0.002 -0.009 -0.028
C -1.879252 1.817302 4.774860 -0.013 0.059 -0.026
C -1.483432 0.727248 4.018775 0.067 0.005 -0.029
H 1.334232 0.194204 2.840438 0.017 -0.042 -0.019
H 1.884820 -1.089930 3.873968 -0.029 -0.001 -0.033
H 2.826954 -2.357423 2.040245 -0.023 0.048 -0.068
H 3.470943 -0.736213 2.031586 -0.101 -0.011 -0.007
H 1.899123 -3.944515 1.036225 0.036 0.104 0.052
H 1.814761 -6.027610 -0.198901 -0.002 -0.042 -0.003
H 1.967792 -6.033750 -2.669564 0.001 -0.035 -0.016
H 2.226374 -3.903532 -3.891830 0.002 0.001 -0.025
H 2.337037 -1.777582 -2.672977 -0.016 -0.082 0.079
H 2.480747 1.387821 -1.588253 0.087 -0.101 0.052
H 4.481814 2.439889 -2.493707 0.026 0.035 -0.023
H 6.715098 1.465319 -2.078324 0.030 0.026 -0.021
H 6.931808 -0.602653 -0.743787 0.027 -0.018 0.008
H 4.940663 -1.686704 0.177176 -0.041 -0.025 0.024
H -0.322467 -1.870210 3.644214 0.009 0.083 -0.067
H 0.308423 -2.593582 2.191428 -0.006 0.056 -0.020
H -1.337425 -3.459150 0.991269 0.019 0.014 0.024
H -3.325634 -4.730520 0.346401 0.002 -0.032 -0.004
H -5.523776 -3.614791 0.187324 -0.027 -0.022 -0.013
H -5.731269 -1.210090 0.700268 -0.029 0.015 0.003
H -3.754326 0.083074 1.388323 0.001 -0.004 0.012
H -1.840302 2.097209 0.930079 0.021 -0.057 0.047
H -2.511482 4.008814 2.273406 -0.010 0.041 -0.003
H -2.546422 3.854038 4.744673 -0.007 0.025 0.022
H -1.906970 1.740240 5.852274 0.001 -0.014 0.030
H -1.214257 -0.181847 4.537464 0.021 -0.055 -0.040
```
Forces are in eV/Å.